# C3H4O3

A single C3H4O3 molecule (ωB97M-V with the def2-TZVPD basis set, the OMol25 dataset).

Properties
**Gap between HOMO and LUMO**: 0.3396 Ha
**Net charge**: 0
**E_HOMO**: -8.86 eV
**SMILES**: O=C/C(O)=C/O

Each line ends with the natural charge from an NBO analysis.
Element x y z (Å)
C (1.1057, -0.2363, -0.0880)  0.160
C (-1.3722, -0.6352, 0.0525)  0.353
C (-0.2186, 0.2051, -0.1267)  0.076
O (-2.5073, -0.2205, 0.0295)  -0.558
O (2.1421, 0.5664, 0.0061)  -0.646
O (-0.5795, 1.5601, -0.0500)  -0.691
H (1.4070, -1.3471, -0.2629)  0.183
H (-1.2988, -1.7417, 0.2513)  0.128
H (2.8657, 0.1570, 0.3995)  0.488
H (-1.5441, 1.6922, -0.2111)  0.508

# C43H104NO19Zn

A molecular structure, C43H104NO19Zn (ωB97M-V with the def2-TZVPD basis set, the OMol25 dataset).

Properties
**Gap between HOMO and LUMO**: 0.2168 Ha
**Net charge**: -1
**E_HOMO**: -4.42 eV

Each line ends with the Mulliken charge.
Element x y z (Å)
Zn (-1.0607, 0.8592, -3.1523)  2.209
C (-2.2779, -1.4630, 0.6690)  -0.015
C (-1.1684, -0.4759, 1.0264)  1.904
C (-0.4494, -1.2050, 2.1526)  -0.377
C (0.8534, -0.6219, 2.6285)  -0.814
C (1.7735, -0.3045, 1.4350)  1.447
C (1.1176, 0.3167, 0.2085)  2.276
N (-0.2310, -0.2135, -0.0476)  -0.220
O (-0.8816, 0.2208, -1.2193)  2.602
C (2.0299, -0.0877, -0.9424)  -0.028
C (1.1831, 1.8537, 0.3125)  -0.256
C (-1.8367, 0.8294, 1.4998)  -0.706
H (-1.9169, -2.4663, 0.4163)  -1.340
H (-2.8823, -1.2166, -0.2114)  -0.659
H (-2.9397, -1.4779, 1.5380)  0.472
H (-0.2041, -2.2378, 1.8810)  -0.937
H (-1.0866, -1.2476, 3.0458)  0.792
H (1.4221, -1.2518, 3.3135)  0.836
H (0.6930, 0.3511, 3.1092)  -0.653
H (2.2239, -1.2815, 1.2109)  -1.228
H (2.5736, 0.3537, 1.7773)  -0.599
H (3.0931, 0.1448, -0.8231)  -0.522
H (1.7132, 0.3799, -1.8629)  -0.799
H (2.0291, -1.1784, -1.0591)  -0.313
H (2.1747, 2.1730, 0.6395)  0.235
H (0.5415, 2.1808, 1.1418)  -0.058
H (0.8149, 2.2887, -0.6111)  -1.046
H (-2.6717, 0.6358, 2.1877)  0.360
H (-2.2021, 1.3787, 0.6367)  -0.632
H (-1.1508, 1.4031, 2.1276)  0.028
C (1.6132, 3.8512, -4.6626)  -1.173
C (1.7124, 4.4033, -5.9898)  0.166
C (0.6793, 3.9803, -7.0448)  0.124
O (0.7553, 4.4337, -8.1623)  -0.668
C (-0.3499, 3.0741, -6.6362)  -0.715
C (-0.3779, 2.5039, -5.4029)  0.485
C (0.6992, 2.8843, -4.3587)  -0.342
O (0.5888, 2.2404, -3.2505)  0.230
O (-1.2418, 1.6444, -5.0079)  -0.847
O (2.5098, 5.2930, -6.2436)  -0.680
H (2.2685, 4.1869, -3.8686)  0.627
H (-1.1336, 2.8713, -7.3581)  0.448
C (4.7270, 2.6106, -0.9206)  -0.815
C (4.2051, 2.1040, -2.2493)  0.989
O (5.0378, 2.7313, -3.2472)  -0.677
H (4.4472, 3.6524, -0.7644)  0.321
H (5.8129, 2.5191, -0.8576)  0.392
H (4.3234, 2.0274, -0.0848)  -0.244
H (3.1521, 2.3607, -2.3727)  -0.311
H (4.3032, 1.0190, -2.3748)  0.025
H (4.6390, 2.5857, -4.1112)  0.345
C (1.8949, 1.2857, 5.3363)  -0.604
C (2.4643, 2.0973, 6.4725)  -0.543
O (1.6308, 1.9789, 7.6094)  -0.532
H (2.6156, 1.2342, 4.5226)  0.128
H (0.9093, 1.6434, 5.0516)  0.247
H (1.7983, 0.2588, 5.7049)  0.438
H (2.5470, 3.1372, 6.1373)  0.331
H (3.4848, 1.7432, 6.6670)  0.329
H (2.0679, 2.3822, 8.3635)  0.304
C (-4.9243, -0.5279, -4.2838)  -1.604
C (-3.9623, -0.6654, -3.1274)  0.465
O (-2.6542, -0.4263, -3.6064)  -0.182
H (-4.7939, -1.3507, -4.9963)  0.437
H (-4.8639, 0.4237, -4.8012)  0.309
H (-5.9462, -0.7012, -3.9202)  0.302
H (-4.0832, -1.6698, -2.7184)  0.349
H (-4.1836, 0.1190, -2.4078)  -0.351
H (-2.4094, -1.1995, -4.1265)  0.045
C (4.0017, -3.0723, 0.0654)  0.575
C (4.8981, -2.5540, -1.0294)  -0.480
O (6.2522, -2.9937, -0.8180)  -0.585
H (4.3248, -2.8144, 1.0707)  -0.272
H (3.8878, -4.1578, -0.0533)  0.474
H (2.9503, -2.8019, -0.0897)  -0.488
H (4.9346, -1.4681, -1.1050)  -0.042
H (4.5394, -2.9244, -1.9963)  0.457
H (6.3257, -3.9035, -1.1169)  0.356
C (0.7416, -1.3186, -5.8204)  -1.475
C (1.4022, -0.7870, -4.5866)  0.218
O (0.4133, -0.5619, -3.5627)  0.196
H (0.3725, -2.3427, -5.6824)  0.323
H (1.4489, -1.3226, -6.6559)  0.447
H (-0.1418, -0.7595, -6.1315)  0.225
H (1.8197, 0.2056, -4.7541)  0.024
H (2.1320, -1.4678, -4.1498)  0.386
H (0.3195, -1.3102, -2.9600)  -0.147
C (-4.6721, -2.0624, 4.0255)  -0.623
C (-5.7847, -2.5105, 3.0650)  -0.265
O (-6.1730, -3.8401, 3.3857)  -0.618
H (-5.0830, -2.0380, 5.0394)  0.384
H (-4.3296, -1.0325, 3.8882)  0.284
H (-3.8440, -2.7648, 3.9516)  -0.010
H (-5.3373, -2.5535, 2.0570)  0.133
H (-6.5481, -1.7359, 3.0336)  0.407
H (-5.3491, -4.3409, 3.4288)  0.368
C (-1.6325, -4.7919, 2.7311)  -0.685
C (-3.0920, -5.0897, 2.4973)  -0.284
O (-3.7606, -5.5193, 3.6993)  -0.621
H (-1.3839, -4.2891, 3.6644)  0.300
H (-1.1937, -4.2506, 1.8938)  -0.086
H (-1.1160, -5.7586, 2.7826)  0.547
H (-3.1804, -5.8696, 1.7297)  0.489
H (-3.6671, -4.2583, 2.0853)  -0.063
H (-3.2964, -6.3070, 3.9973)  0.341
C (-4.8958, 2.8781, -2.8729)  -1.120
C (-3.4718, 3.1109, -3.3557)  -0.597
O (-2.4895, 2.3531, -2.6242)  0.877
H (-4.8945, 2.5717, -1.8241)  0.231
H (-5.4564, 2.1383, -3.4385)  0.205
H (-5.4110, 3.8406, -2.9002)  0.393
H (-3.1887, 4.1589, -3.2098)  0.462
H (-3.3048, 2.9489, -4.4188)  0.431
H (-2.4152, 2.8061, -1.7790)  -0.780
C (2.6062, -4.3006, 3.4907)  -0.597
C (2.7682, -5.4656, 2.5693)  -0.379
O (1.8968, -5.3951, 1.4423)  -0.293
H (3.1749, -4.4092, 4.4103)  0.447
H (1.5635, -4.2529, 3.8446)  0.108
H (2.7226, -3.3474, 2.9744)  -0.089
H (2.5789, -6.4433, 3.0261)  0.411
H (3.8007, -5.4769, 2.1905)  0.268
H (1.8566, -6.2027, 0.9274)  0.186
C (5.4681, 0.9711, 2.7554)  -1.135
C (5.2004, -0.4675, 2.3815)  0.866
O (6.3101, -1.2848, 2.7542)  -0.672
H (5.4550, 1.1499, 3.8378)  0.231
H (4.7673, 1.6449, 2.2653)  0.101
H (6.5066, 1.2021, 2.5101)  0.408
H (5.1903, -0.4710, 1.2822)  -0.190
H (4.2394, -0.8490, 2.7300)  0.099
H (6.5033, -1.9115, 2.0522)  0.368
C (-5.5536, 0.4999, 0.5918)  -0.077
C (-6.3617, -0.4493, -0.2600)  -0.171
O (-7.2205, 0.3120, -1.1094)  -0.604
H (-6.2323, 1.2344, 1.0223)  0.569
H (-4.7657, 1.0144, 0.0370)  -0.430
H (-5.0280, -0.0829, 1.3504)  -0.219
H (-6.9561, -1.0471, 0.4428)  0.453
H (-5.7162, -1.1156, -0.8404)  0.146
H (-7.5673, -0.2624, -1.7971)  0.314
C (2.0435, 4.2064, 3.4256)  -0.457
C (2.7334, 5.3609, 2.7258)  -0.457
O (2.9478, 6.4165, 3.6624)  -0.556
H (1.6696, 3.5149, 2.6716)  0.007
H (1.1855, 4.5467, 4.0151)  0.497
H (2.7120, 3.7744, 4.1648)  0.067
H (2.1699, 5.7124, 1.8538)  0.322
H (3.6974, 5.0059, 2.3354)  0.236
H (3.4763, 7.0982, 3.2392)  0.301
C (-2.2032, 5.2908, 0.0840)  -1.639
C (-1.0943, 4.3534, -0.3324)  1.398
O (-0.7906, 4.6080, -1.6868)  -0.603
H (-1.8779, 6.3242, 0.1957)  0.384
H (-2.5477, 5.0040, 1.0859)  0.365
H (-3.0612, 5.2082, -0.5845)  0.324
H (-1.4232, 3.3114, -0.2072)  -0.581
H (-0.2232, 4.4924, 0.3170)  0.097
H (-0.0236, 4.1223, -2.0238)  0.099
C (-0.2677, -4.9129, -1.8947)  -1.639
C (-0.5699, -3.7064, -1.0189)  0.987
O (-0.3107, -2.5002, -1.7061)  -0.703
H (-1.1164, -5.2801, -2.4697)  0.388
H (0.2783, -5.6620, -1.3247)  0.286
H (0.4274, -4.6099, -2.6900)  0.357
H (0.0138, -3.7806, -0.0922)  -0.391
H (-1.6155, -3.7469, -0.6737)  0.316
H (-0.3284, -1.7652, -1.0463)  -0.316

# C12H21ClFeN3O4

A molecular structure, C12H21ClFeN3O4 (ωB97M-V with the def2-TZVPD basis set, the OMol25 dataset).

Properties
**Gap between HOMO and LUMO (spin up / spin down)**: 0.2136 / 0.0742 Ha
**Net charge**: +2
**E_HOMO (spin up / spin down)**: -15.18 / -15.17 eV
**2S+1**: 6

Each line ends with the natural charge from an NBO analysis.
Element x y z (Å)
Fe (13.0875, 21.6781, 2.0783)  1.780
Cl (14.8801, 23.8519, 4.1233)  2.574
O (16.0481, 23.1662, 4.6326)  -0.772
O (15.1847, 24.4873, 2.8785)  -0.864
O (14.0018, 22.8040, 3.7427)  -1.016
O (14.2213, 24.7322, 5.0290)  -0.779
C (16.8294, 27.7782, 5.3201)  -0.601
C (16.1857, 28.0439, 3.9621)  -0.389
C (14.7690, 28.6655, 4.0924)  -0.562
C (14.6637, 29.8497, 4.9015)  0.515
N (14.5893, 30.8143, 5.5449)  0.055
H (16.3933, 26.8904, 5.7780)  0.240
H (16.8487, 28.6523, 5.9711)  0.219
H (17.8626, 27.4986, 5.1143)  0.258
H (16.1560, 27.0794, 3.4551)  0.264
H (16.8781, 28.6612, 3.3896)  0.262
H (14.0357, 27.9948, 4.5402)  0.353
H (14.3460, 28.8545, 3.1058)  0.377
C (14.1101, 23.5197, 9.0666)  -0.619
C (14.8880, 22.7286, 7.9958)  -0.398
C (14.2745, 21.5012, 7.3704)  -0.525
C (12.8798, 21.6511, 6.9825)  0.310
N (11.7839, 21.7678, 6.6279)  -0.367
H (14.6814, 24.3129, 9.5488)  0.227
H (13.8704, 22.8834, 9.9185)  0.218
H (13.1510, 23.8469, 8.6651)  0.212
H (15.9026, 22.5062, 8.3265)  0.226
H (15.2007, 23.4372, 7.2289)  0.204
H (14.2876, 20.6373, 8.0349)  0.261
H (14.8392, 21.1270, 6.5165)  0.251
C (13.9863, 26.8689, 0.7803)  -0.619
C (12.4988, 27.0142, 1.1527)  -0.388
C (11.5686, 25.9102, 0.5864)  -0.546
C (12.0852, 24.6036, 0.9177)  0.593
N (12.5055, 23.5424, 1.1876)  -0.661
H (14.7060, 27.2466, 1.5065)  0.205
H (14.1781, 27.4752, -0.1049)  0.235
H (14.2787, 25.8429, 0.5569)  0.222
H (12.1501, 28.0206, 0.9208)  0.246
H (12.4233, 26.9573, 2.2386)  0.204
H (11.5192, 25.8297, -0.4995)  0.291
H (10.5476, 26.0369, 0.9462)  0.303

Which E_tot belongs to each record? In order, -342.376634 -4964.336334 -2657.815691 a.u..